No. 1
Molecular formula: C22H15Cl5N5O7ReS2
Method: DFT, the ωB97M-V functional and the def2-TZVPD basis

The calculation puts the energy above the lowest of the compared OMol25 structures with the same formula, charge and spin at 17.1 kcal per mole. For the total energy, the calculation gives -4823.08193 Ha. Its expectation value of S² is 0.76. The HOMO energy (alpha / beta) comes out at -11.321 / -11.227 eV. The calculation puts the lowest unoccupied orbital energy (alpha / beta) at -5.132 / -4.723 eV. The orbital gap (alpha / beta) is 0.22744 / 0.23902 Eh.

ORCA input file:
```
! RIJCOSX wB97M-V def2-TZVPD def2/J DEFGRID3
* xyz 1 2
Re 0.94 0.07 -0.95
O -2.14 -1.18 1.43
C -1.24 -0.44 1.12
O -0.42 -0.79 0.13
C -0.95 0.85 1.80
C -1.61 1.10 2.99
C -1.36 2.27 3.68
C -0.47 3.21 3.21
C 0.16 2.99 2.00
C -0.07 1.81 1.27
O 0.52 1.61 0.10
N 1.09 4.02 1.52
O 1.39 4.00 0.35
O 1.61 4.72 2.36
N -2.05 2.51 4.95
O -1.84 3.57 5.50
O -2.78 1.64 5.36
H -2.31 0.37 3.38
H -0.28 4.12 3.76
Cl 2.29 1.44 -2.52
C 0.69 1.57 -3.28
C -0.22 0.84 -2.54
C -1.53 0.94 -2.96
Cl -2.77 0.16 -2.03
C -1.88 1.68 -4.10
Cl -3.52 1.76 -4.60
C -0.90 2.35 -4.83
Cl -1.32 3.25 -6.22
C 0.43 2.31 -4.41
Cl 1.68 3.15 -5.23
S 1.74 -2.02 -1.76
C 2.75 -1.86 -0.34
N 2.52 -0.75 0.32
C 3.36 -0.59 1.40
C 3.38 0.48 2.30
C 4.30 0.46 3.32
C 5.20 -0.61 3.46
C 5.19 -1.67 2.58
C 4.27 -1.65 1.54
S 4.03 -2.82 0.28
H 2.68 1.30 2.18
H 4.33 1.28 4.03
H 5.91 -0.60 4.28
H 5.89 -2.49 2.69
N -4.06 -4.25 -1.79
C -3.57 -3.36 -2.83
C -2.05 -3.20 -2.68
N -1.77 -2.98 -1.23
H -5.01 -4.04 -1.52
H -2.51 -3.50 -0.72
H -4.04 -5.23 -2.07
H -4.04 -2.39 -2.72
H -3.78 -3.70 -3.85
H -1.67 -2.36 -3.25
H -1.52 -4.11 -2.97
H -0.85 -3.30 -0.94
H -1.81 -1.99 -0.96
*
```

---

No. 2
Molecular formula: C22H15ClIrN3OS4
Method: DFT, the ωB97M-V functional and the def2-TZVPD basis

The calculation puts the energy above the lowest of the compared OMol25 structures with the same formula, charge and spin at 0.0 kcal per mole. For the total energy, the calculation gives -3243.98208 Ha. Its expectation value of S² is 0.76. The HOMO energy (alpha / beta) comes out at -10.073 / -10.478 eV. The calculation puts the lowest unoccupied orbital energy (alpha / beta) at -3.622 / -4.534 eV. The orbital gap (alpha / beta) is 0.23705 / 0.21844 Eh.

ORCA input file:
```
! RIJCOSX wB97M-V def2-TZVPD def2/J DEFGRID3
* xyz 1 2
Ir 0.55 -0.02 -0.54
Cl -5.56 -3.22 -2.85
C -4.30 -2.23 -2.18
C -4.64 -1.16 -1.33
C -3.66 -0.37 -0.79
C -2.30 -0.61 -1.06
O -1.43 0.16 -0.46
C -1.96 -1.67 -1.95
C -0.64 -1.98 -2.36
N 0.44 -1.33 -2.06
C 1.72 -1.67 -2.61
C 1.95 -2.51 -3.66
C 3.26 -2.76 -4.10
C 4.33 -2.19 -3.48
C 4.13 -1.31 -2.39
C 5.18 -0.68 -1.69
C 4.90 0.16 -0.66
C 3.55 0.39 -0.31
N 2.55 -0.18 -0.93
C 2.82 -1.05 -1.97
C -3.00 -2.47 -2.49
H -5.68 -0.97 -1.11
H -3.90 0.45 -0.14
H -0.55 -2.85 -3.01
H 1.12 -2.97 -4.18
H 3.42 -3.43 -4.94
H 5.34 -2.39 -3.82
H 6.21 -0.86 -1.99
H 5.68 0.67 -0.11
H 3.30 1.07 0.50
H -2.76 -3.27 -3.17
S 0.90 -0.19 3.97
C 0.78 -0.13 2.35
S 0.73 -1.47 1.28
S 0.69 1.35 1.43
S -1.87 1.67 1.95
C -1.87 2.64 3.35
N -1.36 3.89 3.31
C -1.39 4.76 4.35
C -1.97 4.39 5.52
C -2.52 3.10 5.62
C -2.46 2.23 4.56
H -0.93 4.17 2.44
H -0.93 5.72 4.18
H -2.00 5.08 6.35
H -2.99 2.79 6.55
H -2.86 1.23 4.62
*
```

---

No. 3
Molecular formula: C22H16AuBrClN5O4
Method: DFT, the ωB97M-V functional and the def2-TZVPD basis

The calculation puts the energy above the lowest of the compared OMol25 structures with the same formula, charge and spin at 0.0 kcal per mole. For the total energy, the calculation gives -4592.03962 Ha. The HOMO energy comes out at -14.210 eV. The calculation puts the lowest unoccupied orbital energy at -8.140 eV. The orbital gap is 0.22307 Eh.

ORCA input file:
```
! RIJCOSX wB97M-V def2-TZVPD def2/J DEFGRID3
* xyz 2 1
Au -0.82 -0.48 -0.38
Br 6.54 -1.87 -0.33
C 4.68 -1.87 -0.15
C 4.10 -2.19 1.08
C 2.73 -2.18 1.21
C 1.93 -1.85 0.11
C 2.50 -1.52 -1.11
C 3.88 -1.53 -1.24
N 0.51 -1.88 0.27
C -0.06 -2.81 0.94
C -1.50 -2.75 1.18
C -2.20 -3.71 1.89
C -3.58 -3.58 2.00
C -4.21 -2.51 1.39
C -3.45 -1.57 0.70
N -2.13 -1.69 0.61
H 4.73 -2.44 1.92
H 2.29 -2.38 2.18
H 1.89 -1.30 -1.97
H 4.33 -1.29 -2.19
H 0.53 -3.66 1.30
H -1.67 -4.54 2.34
H -4.15 -4.32 2.55
H -5.28 -2.39 1.43
H -3.91 -0.72 0.22
O 3.52 3.66 -1.63
C 3.43 3.60 -0.31
O 4.20 4.15 0.42
C 2.31 2.80 0.30
C 2.09 2.80 1.66
N 1.07 1.97 1.90
N 0.59 1.40 0.78
C 1.34 1.90 -0.20
C 1.07 1.46 -1.59
O 1.56 1.98 -2.56
O 0.27 0.41 -1.77
H 2.81 3.15 -2.07
H 2.61 3.34 2.43
H 0.66 1.75 2.79
Cl -3.61 2.33 -4.35
C -3.32 2.11 -2.69
C -3.94 2.91 -1.73
C -3.67 2.68 -0.39
C -2.80 1.67 -0.04
N -2.21 0.90 -0.97
C -2.44 1.11 -2.28
H -4.61 3.70 -2.04
H -4.13 3.28 0.38
H -2.55 1.46 0.99
H -1.91 0.50 -2.99
*
```

---

No. 4
Molecular formula: C22H16BrCl48NO6
Method: DFT, the ωB97M-V functional and the def2-TZVPD basis

For the total energy, the calculation gives -26016.86023 Ha. The HOMO energy comes out at -2.075 eV. The calculation puts the lowest unoccupied orbital energy at 1.952 eV. The orbital gap is 0.14799 Eh.

ORCA input file:
```
! RIJCOSX wB97M-V def2-TZVPD def2/J DEFGRID3
* xyz -2 1
C 0.07 -2.75 -0.57
C 1.14 -2.05 -1.61
O 0.55 -0.95 -2.43
N 1.21 0.17 -2.09
C 2.46 0.25 -2.93
O 2.46 -0.28 -4.19
O 3.71 0.90 -2.42
C 0.35 1.41 -2.19
C -1.24 1.13 -2.49
C -2.08 0.48 -1.25
C -3.43 -0.24 -1.94
Br -3.93 -1.98 -1.10
C 0.50 2.23 -0.74
O -0.56 3.23 -0.54
C -1.01 3.27 0.86
C 0.86 2.48 -3.37
O 0.60 2.22 -4.68
O 1.55 3.75 -3.09
H 0.15 -3.93 -0.52
H 0.32 -2.35 0.52
H -1.04 -2.45 -0.78
H 1.52 -2.90 -2.36
H 2.05 -1.69 -0.95
H -1.73 2.20 -2.70
H -1.34 0.53 -3.51
H -2.47 1.32 -0.52
H -1.42 -0.31 -0.65
H -4.34 0.49 -1.82
H -3.27 -0.43 -3.10
H 1.58 2.72 -0.67
H 0.50 1.39 0.10
H -1.04 2.24 1.40
H -2.14 3.66 0.83
H -0.40 4.03 1.54
C 2.96 6.18 -0.62
Cl 3.46 6.58 -2.28
Cl 4.30 5.34 0.22
Cl 2.56 7.67 0.26
Cl 1.54 5.11 -0.67
C 1.76 1.98 3.28
Cl 1.23 0.66 2.22
Cl 0.40 2.54 4.27
Cl 3.08 1.40 4.33
Cl 2.36 3.34 2.28
C -0.34 7.88 -2.98
Cl 0.60 8.81 -4.18
Cl 0.16 8.35 -1.34
Cl -2.07 8.21 -3.20
Cl -0.03 6.14 -3.22
C 0.26 -4.58 3.16
Cl 0.07 -2.82 3.02
Cl 1.90 -5.04 2.64
Cl 0.03 -5.07 4.86
Cl -0.94 -5.40 2.14
C 3.86 -4.90 -3.65
Cl 3.67 -3.13 -3.79
Cl 5.50 -5.36 -4.18
Cl 3.63 -5.38 -1.95
Cl 2.66 -5.71 -4.67
C -3.34 -8.43 -0.01
Cl -4.47 -8.00 -1.31
Cl -2.55 -6.96 0.62
Cl -4.23 -9.24 1.31
Cl -2.10 -9.54 -0.65
C 1.33 4.21 -8.16
Cl -0.37 4.64 -8.47
Cl 1.67 2.61 -8.86
Cl 2.40 5.43 -8.92
Cl 1.63 4.17 -6.41
C 6.73 2.03 5.63
Cl 5.86 0.59 6.21
Cl 8.29 2.17 6.48
Cl 7.03 1.88 3.88
Cl 5.75 3.48 5.94
C -6.17 -6.70 4.17
Cl -4.97 -6.67 2.85
Cl -7.80 -6.82 3.47
Cl -5.86 -8.10 5.22
Cl -6.04 -5.20 5.12
C -2.00 1.35 7.29
Cl -3.64 0.75 6.90
Cl -1.83 1.50 9.06
Cl -0.79 0.20 6.67
Cl -1.76 2.94 6.54
C -2.00 -2.04 11.80
Cl -2.35 -0.59 12.79
Cl -1.51 -1.53 10.16
Cl -0.69 -2.97 12.55
Cl -3.47 -3.05 11.69
C -1.10 -0.54 -9.91
Cl -2.75 -0.64 -10.58
Cl -0.85 1.08 -9.21
Cl -0.90 -1.77 -8.64
Cl 0.08 -0.82 -11.21
*
```

---

No. 5
Molecular formula: C22H16Cl4N2O6Pd
Method: DFT, the ωB97M-V functional and the def2-TZVPD basis

The calculation puts the energy above the lowest of the compared OMol25 structures with the same formula, charge and spin at 8.0 kcal per mole. For the total energy, the calculation gives -3377.62037 Ha. The HOMO energy comes out at -8.052 eV. The calculation puts the lowest unoccupied orbital energy at -1.107 eV. The orbital gap is 0.25522 Eh.

ORCA input file:
```
! RIJCOSX wB97M-V def2-TZVPD def2/J DEFGRID3
* xyz 0 1
Pd -0.51 0.28 -0.51
O -1.05 -1.40 3.37
C -0.84 -0.99 2.13
O -0.49 0.14 1.85
C -1.05 -2.04 1.10
C -1.45 -3.34 1.32
C -1.62 -4.18 0.22
C -1.39 -3.69 -1.05
C -0.99 -2.37 -1.21
N -0.82 -1.59 -0.15
C -0.70 -1.70 -2.54
O -0.79 -2.38 -3.55
O -0.35 -0.47 -2.44
H -0.90 -0.65 3.97
H -1.62 -3.68 2.34
H -1.94 -5.20 0.37
H -1.51 -4.29 -1.94
Cl 2.51 1.43 -1.21
C 3.45 -0.05 -0.98
Cl 2.48 -1.35 -0.26
H 4.27 0.16 -0.31
H 3.79 -0.39 -1.95
Cl 0.56 4.96 1.78
C 0.79 5.17 0.08
C 1.97 4.69 -0.47
C 2.24 4.86 -1.82
C 1.32 5.53 -2.61
C 0.15 6.00 -2.05
Cl -0.99 6.82 -3.08
C -0.17 5.83 -0.69
N -1.33 6.38 -0.17
C -2.21 5.71 0.73
C -2.54 6.38 1.90
C -3.41 5.83 2.83
C -3.94 4.57 2.59
C -3.63 3.90 1.42
C -2.78 4.46 0.46
C -2.55 3.71 -0.83
C -1.92 2.35 -0.60
O -0.65 2.21 -0.88
O -2.58 1.41 -0.14
H 2.67 4.18 0.17
H 3.16 4.48 -2.24
H 1.50 5.69 -3.67
H -1.81 6.97 -0.83
H -2.08 7.35 2.08
H -3.65 6.37 3.73
H -4.62 4.12 3.30
H -4.06 2.93 1.21
H -1.96 4.28 -1.54
H -3.53 3.50 -1.27
*
```

---

No. 6
Molecular formula: C22H17BrCrN3O2
Method: DFT, the ωB97M-V functional and the def2-TZVPD basis

For the total energy, the calculation gives -4781.58240 Ha. Its expectation value of S² is 6.03. The HOMO energy (alpha / beta) comes out at -10.352 / -10.655 eV. The calculation puts the lowest unoccupied orbital energy (alpha / beta) at -3.622 / -3.869 eV. The orbital gap (alpha / beta) is 0.24730 / 0.24940 Eh.

ORCA input file:
```
! RIJCOSX wB97M-V def2-TZVPD def2/J DEFGRID3
* xyz 1 5
Cr -0.19 0.49 -0.40
C 2.93 0.07 -1.37
O 1.96 0.16 -0.31
C 2.44 0.34 0.99
C 3.78 0.43 1.29
C 4.16 0.60 2.62
C 3.20 0.66 3.62
C 1.85 0.56 3.30
C 1.46 0.41 1.99
N 0.10 0.31 1.55
N -0.77 0.28 2.47
C -2.09 0.13 2.19
C -2.63 -0.15 0.91
O -1.91 -0.21 -0.18
C -4.03 -0.42 0.78
C -4.83 -0.36 1.87
C -4.34 -0.05 3.18
C -5.22 0.01 4.28
C -4.75 0.31 5.53
C -3.37 0.54 5.70
C -2.50 0.48 4.65
C -2.97 0.19 3.35
H 3.60 -0.76 -1.19
H 3.49 1.00 -1.45
H 2.36 -0.10 -2.28
H 4.54 0.37 0.52
H 5.21 0.67 2.87
H 3.50 0.78 4.65
H 1.09 0.61 4.07
H -4.41 -0.67 -0.20
H -5.89 -0.55 1.76
H -6.27 -0.18 4.12
H -5.42 0.35 6.37
H -3.00 0.77 6.69
H -1.45 0.66 4.80
Br -3.02 5.15 -1.24
C -1.30 4.50 -0.85
C -0.29 5.34 -0.41
C 0.95 4.79 -0.14
C 1.14 3.43 -0.31
N 0.16 2.62 -0.73
C -1.03 3.15 -1.01
H -0.48 6.40 -0.27
H 1.77 5.40 0.20
H 2.09 2.96 -0.09
H -1.81 2.49 -1.38
*
```

---

No. 7
Molecular formula: C22H17BrN8OPtS4Sb
Method: DFT, the ωB97M-V functional and the def2-TZVPD basis

The calculation puts the energy above the lowest of the compared OMol25 structures with the same formula, charge and spin at 0.0 kcal per mole. For the total energy, the calculation gives -5888.06083 Ha. Its expectation value of S² is 8.78. The HOMO energy (alpha / beta) comes out at -7.103 / -7.883 eV. The calculation puts the lowest unoccupied orbital energy (alpha / beta) at -0.809 / -2.360 eV. The orbital gap (alpha / beta) is 0.23129 / 0.20299 Eh.

ORCA input file:
```
! RIJCOSX wB97M-V def2-TZVPD def2/J DEFGRID3
* xyz 0 6
Pt 0.73 1.11 0.75
S 1.90 4.46 0.08
Sb 0.38 4.27 -1.87
S -0.58 2.10 -1.43
S 1.43 3.22 1.62
S 0.96 -0.67 2.39
C 0.24 -1.88 1.36
N -0.10 -3.03 2.03
N -1.13 -3.71 1.55
C -2.32 -3.20 0.95
C -2.74 -1.89 1.14
C -3.90 -1.45 0.53
C -4.66 -2.32 -0.25
C -4.25 -3.63 -0.42
C -3.08 -4.08 0.18
N 0.03 -1.82 0.07
N 0.30 -0.62 -0.49
C 0.11 -0.48 -1.77
C 0.46 0.86 -2.36
C 0.24 0.97 -3.83
C -0.27 -0.03 -4.55
C -0.63 -1.29 -3.92
C -0.45 -1.52 -2.61
H -1.19 -4.64 1.92
H -2.17 -1.20 1.75
H -4.22 -0.43 0.67
H -5.57 -1.97 -0.73
H -4.83 -4.32 -1.01
H -2.74 -5.09 0.03
H 1.50 1.10 -2.11
H 0.52 1.91 -4.29
H -0.42 0.08 -5.61
H -1.07 -2.07 -4.54
H -0.73 -2.45 -2.14
Br 7.47 -0.82 -0.16
C 5.68 -0.24 -0.08
C 5.39 1.07 0.26
C 4.05 1.44 0.31
N 3.05 0.61 0.05
C 3.35 -0.65 -0.27
C 4.65 -1.13 -0.35
H 6.17 1.78 0.48
H 3.79 2.46 0.57
H 2.52 -1.32 -0.45
H 4.84 -2.16 -0.60
N -1.11 2.02 3.81
C -1.31 2.41 2.54
O -1.44 1.60 1.61
C -1.28 3.84 2.26
C -1.08 4.78 3.30
N -0.93 5.47 4.21
C -1.63 4.26 0.97
N -1.92 4.58 -0.10
H -0.98 1.03 3.98
H -1.00 2.68 4.56
*
```

---

No. 8
Molecular formula: C22H17Cl2N2
Method: DFT, the ωB97M-V functional and the def2-TZVPD basis

The calculation puts the energy above the lowest of the compared OMol25 structures with the same formula, charge and spin at 43.4 kcal per mole. For the total energy, the calculation gives -1878.18606 Ha. The HOMO energy comes out at -11.170 eV. The calculation puts the lowest unoccupied orbital energy at -5.690 eV. The orbital gap is 0.20139 Eh.

ORCA input file:
```
! RIJCOSX wB97M-V def2-TZVPD def2/J DEFGRID3
* xyz 1 1
Cl 2.96 5.50 -2.86
C 2.05 4.05 -2.87
C 0.71 4.06 -3.24
C -0.02 2.90 -3.25
C 0.56 1.66 -2.89
C -0.26 0.51 -2.97
C -0.04 -0.87 -2.72
C -1.15 -1.74 -2.90
C -1.03 -3.08 -2.69
C 0.18 -3.63 -2.29
Cl 0.33 -5.33 -2.04
C 1.28 -2.80 -2.10
C 1.18 -1.46 -2.31
C 1.92 1.69 -2.49
C 2.64 2.85 -2.49
H 0.26 5.00 -3.53
H -1.06 2.93 -3.54
H -1.26 0.73 -3.30
H -2.09 -1.32 -3.20
H -1.87 -3.74 -2.85
H 2.21 -3.25 -1.80
H 2.06 -0.86 -2.18
H 2.40 0.80 -2.14
H 3.68 2.86 -2.21
C -0.58 -2.02 5.89
C 0.47 -1.99 4.99
C 0.36 -1.26 3.83
C -0.79 -0.54 3.55
N -0.90 0.23 2.34
C -0.54 -0.17 1.05
N -0.76 0.78 0.18
C -1.27 1.82 0.87
C -1.38 1.51 2.20
C -1.84 -0.58 4.46
C -1.74 -1.31 5.62
H -0.50 -2.59 6.79
H 1.37 -2.55 5.19
H 1.17 -1.22 3.12
H -0.14 -1.14 0.80
H -1.55 2.77 0.41
H -1.73 2.14 3.01
H -2.74 -0.02 4.24
H -2.55 -1.33 6.32
*
```

---

No. 9
Molecular formula: C22H17CuI2NOP
Method: DFT, the ωB97M-V functional and the def2-TZVPD basis

For the total energy, the calculation gives -3555.79521 Ha. The HOMO energy comes out at -7.171 eV. The calculation puts the lowest unoccupied orbital energy at 0.011 eV. The orbital gap is 0.26393 Eh.

ORCA input file:
```
! RIJCOSX wB97M-V def2-TZVPD def2/J DEFGRID3
* xyz 0 1
Cu -0.42 0.66 0.39
I -5.11 0.55 2.24
C -4.35 -0.11 0.39
C -5.16 -0.73 -0.55
C -4.63 -1.19 -1.73
I -5.93 -2.14 -3.11
C -3.26 -1.07 -2.01
C -2.60 -1.53 -3.17
C -1.25 -1.37 -3.31
C -0.53 -0.73 -2.30
N -1.11 -0.27 -1.21
C -2.44 -0.42 -1.04
C -2.98 0.10 0.18
O -2.25 0.72 1.03
H -6.21 -0.84 -0.35
H -3.17 -2.02 -3.95
H -0.73 -1.72 -4.19
H 0.54 -0.59 -2.36
C 1.60 2.04 2.95
P 1.29 0.68 1.73
C 0.78 -0.71 2.80
C -0.27 -0.34 3.65
C -0.95 -1.28 4.39
C -0.61 -2.62 4.29
C 0.41 -3.00 3.44
C 1.10 -2.06 2.69
C 2.91 0.53 0.91
C 3.50 -0.66 0.49
C 4.64 -0.64 -0.29
C 5.21 0.56 -0.68
C 4.60 1.75 -0.31
C 3.46 1.74 0.46
H 0.89 2.84 2.77
H 2.61 2.42 2.84
H 1.46 1.66 3.96
H -0.59 0.69 3.68
H -1.76 -0.96 5.03
H -1.15 -3.36 4.86
H 0.66 -4.05 3.34
H 1.87 -2.41 2.02
H 3.06 -1.61 0.76
H 5.09 -1.58 -0.59
H 6.10 0.57 -1.29
H 5.02 2.70 -0.63
H 2.98 2.67 0.70
*
```